Entry from OMol25: a cluster of 11 separate species, C64H161N11O21 in total in a non-equilibrium geometry (ωB97M-V/def2-TZVPD).

Structure (XYZ):
```
257
C64H161N11O21 ωB97M-V/def2-TZVPD
O -5.79 4.92 1.43
O -0.59 8.01 -1.62
O 3.22 3.76 -2.59
O -2.23 -0.90 7.26
O -2.83 1.79 -9.49
O 2.74 1.57 2.87
O 2.42 6.06 7.87
O 8.25 -2.13 -5.88
O 3.90 -5.93 -4.46
O 1.54 -4.80 2.71
O -0.69 0.52 0.16
O -2.15 3.48 4.18
O 3.68 -8.89 1.98
O -8.73 -3.17 8.21
O 4.22 -1.22 -1.45
O 0.46 -7.48 -1.40
O 6.95 5.89 -7.50
O -0.16 1.87 -5.21
O -5.84 3.07 -3.09
O -4.36 0.00 4.02
O -7.97 -2.27 -0.43
N -0.18 -1.73 1.46
N -6.60 -1.84 5.33
N 4.02 -6.02 2.05
N -2.34 5.02 -0.17
N -2.33 2.58 7.37
N -5.79 0.48 -1.71
N 3.35 -6.93 -1.81
N 6.18 -2.41 -3.66
N -2.08 0.12 -6.63
N 4.85 4.79 -4.88
N 2.41 3.53 4.91
C -0.88 8.75 -2.76
C 6.39 -1.20 -4.44
C 5.29 4.05 -3.71
C -2.98 3.67 6.57
C 4.96 -8.34 1.91
C 0.46 -1.63 0.15
C 2.76 -4.10 2.29
C -4.23 -1.35 4.57
C -2.12 1.39 6.58
C -7.71 -1.94 6.32
C -3.48 0.41 3.00
C 3.85 -5.86 -5.91
C -2.38 0.75 -5.32
C -0.71 3.18 -4.97
C 4.88 -6.91 1.28
C -0.90 3.43 3.46
C -5.27 -1.48 5.85
C -2.07 4.15 5.38
C -1.02 6.65 -1.57
C -0.63 -6.94 -0.61
C 4.82 -2.69 -3.25
C 9.41 -1.73 -6.58
C 3.46 -4.92 1.24
C 5.76 6.19 -6.81
C -7.15 4.58 1.09
C 1.05 -4.23 3.86
C 3.72 -10.17 2.65
C -3.14 0.04 -7.69
C -1.50 0.35 7.46
C -7.18 -1.52 -1.39
C -3.40 4.79 0.83
C -1.55 1.43 -0.46
C 1.61 6.27 9.00
C 2.70 2.19 5.41
C 4.56 -0.88 -0.14
C 4.45 -2.57 -1.80
C -1.57 2.33 -9.18
C -5.52 4.15 -4.03
C 5.95 5.66 -5.42
C 2.26 2.90 -1.84
C -3.55 1.34 -8.33
C 2.27 4.81 7.12
C -6.23 -0.43 -0.68
C 1.53 -7.97 -0.63
C -1.69 -2.03 8.02
C -1.01 0.81 -4.60
C -2.13 6.39 -0.46
C 4.64 -7.13 -2.55
C -5.19 1.71 -1.26
C 2.73 -8.17 -1.56
C 7.12 6.87 -8.54
C 1.87 0.95 1.92
C -7.38 -3.54 -0.23
C 0.67 -2.98 -0.57
C 2.24 1.32 4.26
C 4.23 2.96 -3.23
C -0.33 -0.58 -0.69
C -7.86 -3.21 7.09
C -4.65 2.48 -2.49
C 4.38 -7.18 -4.07
C -4.84 5.04 0.41
C -8.57 -4.18 9.14
C 2.63 4.89 5.63
C 7.89 -1.15 -4.83
H -6.45 4.63 -4.35
H 8.56 -1.26 -3.98
H 2.67 3.63 3.94
H -6.80 -1.36 4.47
H -2.87 1.71 -5.21
H 2.76 -10.46 3.08
H -3.14 0.10 -4.89
H -3.96 -0.42 -7.14
H 5.61 -8.95 1.28
H -0.97 2.56 -10.06
H -7.61 4.33 2.04
H -4.41 1.55 -0.51
H 3.88 2.40 -4.10
H -1.14 -2.01 1.36
H 0.81 1.13 2.12
H 0.43 -3.48 3.37
H 5.65 -1.22 -5.25
H 9.43 -0.89 -7.27
H 4.16 -2.24 -4.00
H 1.61 3.71 -1.50
H 3.87 -1.37 0.55
H -3.87 1.30 2.51
H 1.81 -3.84 4.53
H 4.17 -4.40 0.60
H -8.60 -1.96 5.69
H 2.01 -0.13 2.04
H -1.64 6.79 0.42
H 1.63 7.22 9.52
H -0.12 3.01 4.09
H -1.25 6.13 -2.50
H -3.50 -0.40 2.27
H -5.89 2.26 -0.63
H 3.63 -3.25 -1.58
H -4.58 1.20 -8.65
H -3.94 3.45 6.10
H -7.93 -3.84 9.96
H 0.45 -5.01 4.34
H -3.06 6.95 -0.58
H 2.41 -3.16 1.87
H -8.23 -4.12 6.60
H -4.99 6.07 0.10
H 3.77 1.96 5.49
H -7.59 5.36 0.46
H -6.83 -3.40 7.36
H 2.78 2.49 -0.98
H 1.76 2.14 -2.45
H 1.44 -1.16 0.29
H 4.71 2.32 -2.49
H 8.12 -0.14 -5.17
H 6.24 7.14 -9.11
H -2.98 2.42 8.13
H -5.00 -2.34 6.46
H 2.85 4.03 7.63
H -1.26 0.62 -6.92
H -5.20 -0.53 6.38
H -4.15 1.86 -3.23
H -6.60 -3.39 0.52
H -0.94 0.93 -3.52
H 3.42 -3.86 3.12
H -6.86 0.17 -0.01
H 3.54 -7.86 -4.23
H -1.92 9.08 -2.77
H -0.59 4.36 2.99
H -3.18 5.36 1.74
H 5.66 7.26 -6.61
H -1.03 1.57 -8.62
H -3.97 3.28 -2.18
H 5.49 4.59 -2.78
H 6.60 -3.25 -4.05
H -0.62 8.22 -3.67
H 2.81 -6.38 -2.46
H -4.35 -2.15 3.85
H 1.22 4.54 7.22
H -4.86 4.89 -3.59
H 3.22 -6.64 -6.33
H -9.59 -4.25 9.50
H 0.37 -0.26 -1.46
H -0.43 -6.94 0.47
H -0.25 -3.43 -0.95
H -1.05 4.13 5.76
H 2.69 -5.30 0.56
H -3.30 3.77 1.18
H -1.41 0.70 8.48
H -0.88 -5.99 -1.08
H 5.90 -6.53 1.32
H -3.14 4.51 7.24
H 3.29 -5.02 -6.32
H 5.48 -8.17 2.85
H -1.80 -1.78 9.08
H -3.77 2.17 -7.66
H 4.54 -6.99 0.25
H 4.84 -5.80 -6.36
H -2.44 0.58 3.29
H 3.33 -8.90 -1.02
H 4.61 -3.71 -3.56
H -2.74 -0.66 -8.42
H -5.44 -0.88 -0.08
H 1.57 5.38 9.63
H 3.14 -6.48 2.25
H 4.79 5.87 -7.20
H -1.34 3.31 -5.85
H 1.95 5.64 5.23
H -1.93 2.02 0.37
H -6.89 -4.04 -1.06
H -0.47 0.13 7.17
H 5.50 -1.12 0.35
H 5.27 -7.55 -4.59
H 1.15 1.30 4.26
H -8.31 -5.19 8.82
H -0.19 6.11 -1.12
H 2.32 0.28 4.58
H -2.34 0.90 -1.00
H 3.64 5.29 5.70
H 5.14 -8.05 -2.24
H -1.73 1.58 5.58
H 0.58 6.31 8.66
H 4.10 5.42 -4.65
H -3.13 1.03 6.43
H -0.40 -0.08 -4.72
H -1.19 2.81 2.61
H 2.28 1.86 6.36
H -7.28 3.65 0.54
H 4.32 -10.30 3.54
H 6.01 6.49 -4.71
H -7.96 -1.05 -2.00
H -4.89 3.72 -4.80
H 4.36 0.18 0.02
H -1.48 4.67 0.24
H -0.68 -2.32 7.72
H 6.84 5.05 -5.51
H 1.25 -3.63 0.09
H -1.17 -1.09 -1.16
H 1.25 -2.68 -1.44
H 9.62 -2.63 -7.15
H -7.74 -1.08 7.00
H 1.08 -8.87 -0.22
H 5.37 -6.36 -2.29
H 2.32 -8.61 -2.47
H 3.98 -10.95 1.93
H -6.67 -2.22 -2.05
H -1.00 2.06 -1.16
H -3.18 -1.55 4.80
H -2.42 -2.83 7.88
H 5.34 -3.01 -1.34
H 7.55 7.82 -8.21
H -1.74 3.24 -8.60
H -6.53 0.74 -2.35
H 1.74 -7.20 0.12
H -0.40 9.73 -2.81
H -1.56 -7.50 -0.67
H 2.22 1.13 0.90
H 7.92 6.57 -9.22
H -8.19 -4.17 0.13
H 6.10 -0.37 -3.80
H -1.42 3.47 -4.20
H -0.07 -0.81 1.85
H 0.21 3.74 -4.83
H -5.18 4.49 -0.47
H 10.36 -1.50 -6.09
H -2.23 5.22 5.25
H 6.11 3.37 -3.93
```

The expectation value of S² is 0.75. As for the spin multiplicity: 2. The calculation puts the lowest unoccupied orbital energy (spin up / spin down) at 0.0716 / 0.0719 hartree. The gap between HOMO and LUMO (spin up / spin down) comes out at 1.3 / 8.8 eV. The value obtained for the strongest force on any atom is 4.0 eV Å⁻¹. The charge is -1. The highest occupied orbital energy (spin up / spin down) comes out at 0.0253 / -0.2502 Eh.